P:
Formula: C2H9O2S
Source: OMol25
Level of theory: wB97M-V/def2-TZVPD

Last column: natural (NBO) charge in e.
Atoms and positions in Å:
C1 1.050 -0.741 -0.706  -0.623
C2 0.087 0.335 -1.169  -0.498
S1 -1.315 0.584 0.040  -0.712
H1 0.591 -1.699 -0.516  0.211
H2 1.484 -0.461 0.246  0.204
H3 1.834 -0.828 -1.482  0.172
H4 -0.439 0.084 -2.084  0.185
H5 0.561 1.308 -1.280  0.180
H6 0.882 3.185 1.287  0.454
H7 0.542 1.719 1.284  0.501
O1 1.131 2.363 1.723  -0.983
H8 -1.732 -1.420 0.451  0.484
H9 -2.679 -2.100 1.426  0.447
O2 -1.999 -2.328 0.781  -1.021

The lowest unoccupied orbital energy comes out at 0.149 Ha. Its net charge is -1.

Q:
Formula: C2H9O2S
Source: OMol25
Level of theory: wB97M-V/def2-TZVPD

Last column: natural (NBO) charge in e.
Atoms and positions in Å:
C1 0.337 1.823 1.072  -0.619
C2 0.417 1.436 -0.417  -0.512
S1 0.270 -0.387 -0.534  -0.751
H1 1.069 1.182 1.577  0.200
H2 -0.652 1.624 1.482  0.199
H3 0.615 2.873 1.254  0.166
H4 1.291 1.882 -0.902  0.175
H5 -0.518 1.803 -0.852  0.178
H6 0.678 -2.398 1.701  0.467
H7 1.345 -2.520 0.490  0.487
O1 0.876 -3.125 1.096  -0.965
H8 -1.527 -1.615 -1.335  0.504
H9 -2.018 -0.898 -2.571  0.461
O2 -2.185 -1.678 -2.061  -0.990

The lowest unoccupied orbital energy comes out at 0.153 Ha. Its net charge is -1.

R:
Formula: C2H9O2S
Source: OMol25
Level of theory: wB97M-V/def2-TZVPD

Last column: natural (NBO) charge in e.
Atoms and positions in Å:
C1 0.391 -1.851 -1.683  -0.615
C2 0.238 -0.431 -1.033  -0.527
S1 -1.408 -0.094 -0.396  -0.686
H1 1.177 -1.798 -2.441  0.173
H2 0.654 -2.614 -0.968  0.187
H3 -0.563 -2.118 -2.122  0.206
H4 1.004 -0.375 -0.248  0.174
H5 0.549 0.269 -1.810  0.163
H6 0.478 1.197 2.091  0.501
H7 1.432 1.594 0.979  0.466
O1 1.403 1.435 1.925  -0.974
H8 -1.481 1.413 1.198  0.494
H9 -2.338 1.492 2.436  0.455
O2 -1.537 1.881 2.072  -1.017

The lowest unoccupied orbital energy comes out at 0.147 Ha. Its net charge is -1.

Which structure is the least stable? The one labeled Q.

P:
Formula: CH5NO3P
Source: OMol25
Level of theory: wB97M-V/def2-TZVPD

Last column: natural (NBO) charge in e.
Atoms and positions in Å:
C1 0.989 -0.980 1.154  -1.003
N1 -0.966 1.635 -0.068  -0.792
O1 0.121 0.028 -2.059  -1.119
O2 -0.206 2.668 -0.708  -0.607
O3 -1.789 -0.783 -0.243  -0.987
P1 -0.540 0.257 -0.678  2.072
H1 0.383 -0.734 1.977  0.175
H2 1.142 -2.079 0.929  0.164
H3 1.839 -0.473 1.189  0.159
H4 0.342 2.116 -1.341  0.449
H5 -1.314 -1.654 -0.152  0.488

The lowest unoccupied orbital energy comes out at 0.149 Ha. Its net charge is -1.

Q:
Formula: CH5NO3P
Source: OMol25
Level of theory: wB97M-V/def2-TZVPD

Last column: natural (NBO) charge in e.
Atoms and positions in Å:
C1 1.413 0.487 -0.210  -1.049
N1 -1.284 0.121 0.892  -0.928
O1 -0.623 -0.694 -1.553  -1.169
O2 -2.102 1.032 0.127  -0.647
O3 0.241 -1.779 0.724  -0.999
P1 -0.216 -0.431 -0.138  2.200
H1 1.144 1.633 -0.086  0.222
H2 2.082 0.284 0.643  0.216
H3 1.820 0.248 -1.239  0.230
H4 -2.439 0.437 -0.691  0.447
H5 -0.035 -1.337 1.531  0.479

The lowest unoccupied orbital energy comes out at 0.159 Ha. Its net charge is -1. The structure (SMILES) is C[P@@]([O-])(O)=NO.

Which structure is the least stable? The one labeled P.

P:
Formula: C4H12S
Source: OMol25
Level of theory: wB97M-V/def2-TZVPD

Last column: natural (NBO) charge in e.
Atoms and positions in Å:
C1 0.274 -1.904 -2.419  -0.608
C2 -1.164 -2.440 -2.162  -0.611
H1 0.312 -1.385 -3.366  0.206
H2 0.529 -1.201 -1.628  0.196
H3 1.000 -2.711 -2.366  0.206
H4 -1.857 -2.041 -2.897  0.205
H5 -1.505 -2.109 -1.183  0.200
H6 -1.111 -3.522 -2.170  0.207
C3 -0.362 0.061 2.043  -0.732
C4 0.247 1.682 -0.205  -0.764
S1 0.608 1.526 1.536  0.180
H7 0.264 -0.807 1.873  0.218
H8 -0.557 0.277 3.090  0.229
H9 -1.316 0.038 1.534  0.215
H10 0.657 2.635 -0.520  0.234
H11 -0.834 1.665 -0.388  0.208
H12 0.479 0.856 -0.879  0.210

The lowest unoccupied orbital energy comes out at 0.036 Ha. The structure (SMILES) is CSC.CC.

Q:
Formula: C4H12S
Source: OMol25
Level of theory: wB97M-V/def2-TZVPD

Last column: natural (NBO) charge in e.
Atoms and positions in Å:
C1 -1.432 1.263 0.729  -0.610
C2 -0.763 2.616 0.949  -0.610
H1 -1.928 1.264 -0.242  0.202
H2 -0.682 0.474 0.734  0.203
H3 -2.177 1.007 1.482  0.208
H4 -1.408 3.388 1.344  0.205
H5 -0.401 3.034 0.005  0.201
H6 0.102 2.527 1.590  0.202
C3 1.225 -2.864 0.087  -0.752
S1 0.066 -2.257 -1.137  0.162
C4 0.670 -0.603 -1.604  -0.732
H7 0.746 -3.004 1.058  0.218
H8 1.669 -3.804 -0.188  0.220
H9 2.002 -2.131 0.299  0.220
H10 0.737 -0.494 -2.682  0.222
H11 1.673 -0.465 -1.204  0.221
H12 -0.100 0.051 -1.219  0.223

The lowest unoccupied orbital energy comes out at 0.037 Ha. The structure (SMILES) is CSC.CC.

Which structure is the least stable? The one labeled P.

P:
Formula: C3H14O5
Source: OMol25
Level of theory: wB97M-V/def2-TZVPD

Last column: Mulliken charge in e.
Atoms and positions in Å:
C1 -0.784 1.567 1.978  -0.396
O1 -1.529 -0.237 -0.663  -0.554
C2 -0.134 2.066 0.839  0.265
C3 -0.634 2.559 -0.369  -0.571
H1 -1.858 1.499 1.986  0.283
H2 -0.302 1.671 2.926  0.318
H3 -1.219 0.607 -0.558  0.245
H4 0.987 2.098 0.933  0.243
H5 0.078 2.993 -1.083  0.296
H6 -1.692 2.728 -0.482  0.341
H7 0.149 -3.870 -0.140  0.223
H8 0.202 -2.491 -1.114  0.420
O2 -0.032 -2.927 -0.119  -0.803
H9 1.588 -0.649 -1.384  0.420
H10 0.685 -2.127 -2.921  0.153
O3 0.482 -1.701 -2.108  -0.965
H11 0.303 -1.700 1.072  0.388
H12 0.025 -0.177 1.576  0.306
O4 0.702 -0.926 1.532  -0.698
H13 1.812 -0.281 0.121  0.374
H14 -0.916 -0.700 -1.282  0.417
O5 2.088 -0.003 -0.739  -0.704

The lowest unoccupied orbital energy comes out at -0.181 Ha.

Q:
Formula: C3H14O5
Source: OMol25
Level of theory: wB97M-V/def2-TZVPD

Last column: natural (NBO) charge in e.
Atoms and positions in Å:
C1 1.872 1.159 -0.639  -0.108
O1 1.012 1.466 0.450  -0.777
C2 1.199 -0.036 -1.257  -0.194
C3 1.460 -0.446 -2.427  -0.411
H1 2.916 0.797 -0.366  0.177
H2 1.873 1.984 -1.417  0.193
H3 0.857 0.605 1.119  0.518
H4 0.382 -0.529 -0.673  0.202
H5 0.959 -1.297 -2.743  0.203
H6 2.279 0.127 -2.958  0.190
H7 -0.821 -3.890 0.280  0.472
H8 -0.068 -4.563 1.260  0.455
O2 -0.325 -3.777 1.076  -0.921
H9 -3.010 1.439 0.770  0.485
H10 -2.611 1.029 -0.549  0.461
O3 -2.813 0.668 0.267  -0.945
H11 -1.244 -0.633 1.961  0.478
H12 -0.334 -1.881 2.021  0.499
O4 -0.489 -0.938 2.343  -0.973
H13 -0.910 3.453 0.995  0.472
H14 -0.734 2.459 -0.027  0.489
O5 -1.448 2.805 0.512  -0.967

The lowest unoccupied orbital energy comes out at 0.018 Ha. The structure (SMILES) is C=CCO.O.O.O.O.

Which structure is the least stable? The one labeled P.

P:
Formula: C4H8Si
Source: OMol25
Level of theory: wB97M-V/def2-TZVPD

Last column: natural (NBO) charge in e.
Atoms and positions in Å:
C1 1.470 -1.609 0.059  -0.243
C2 2.051 -1.399 1.101  -0.233
C3 -1.562 0.189 0.936  -0.358
C4 -0.824 1.149 0.416  -0.567
Si1 -0.191 0.777 -1.389  0.854
H1 0.772 -1.777 -0.727  0.233
H2 2.844 -1.181 1.804  0.240
H3 -2.068 0.521 1.894  0.187
H4 -1.872 -0.727 0.565  0.194
H5 -0.659 2.055 0.973  0.221
H6 -0.430 1.803 -2.289  -0.182
H7 -0.767 -0.521 -1.804  -0.177
H8 1.235 0.722 -1.541  -0.171

The lowest unoccupied orbital energy comes out at 0.039 Ha. The structure (SMILES) is C=C[SiH3].C#C.

Q:
Formula: C4H8Si
Source: OMol25
Level of theory: wB97M-V/def2-TZVPD

Last column: natural (NBO) charge in e.
Atoms and positions in Å:
C1 0.565 -1.572 1.568  -0.394
C2 0.040 -1.162 0.218  -0.290
C3 0.076 -0.155 1.334  -0.300
C4 0.860 0.098 0.150  -0.136
Si1 -0.853 1.987 -2.041  0.535
H1 -0.103 -2.415 2.062  0.219
H2 1.689 -1.873 1.679  0.196
H3 -0.639 -1.493 -0.580  0.240
H4 -0.618 0.607 1.741  0.238
H5 1.918 0.096 0.235  0.167
H6 -1.470 0.633 -1.795  -0.150
H7 0.010 2.115 -3.112  -0.169
H8 -1.475 3.136 -1.459  -0.157

The lowest unoccupied orbital energy (spin up / spin down) comes out at -0.013 / -0.002 Ha.

Which structure is the least stable? The one labeled Q.

P:
Formula: C15H48O15
Source: OMol25
Level of theory: wB97M-V/def2-TZVPD

Last column: Mulliken charge in e.
Atoms and positions in Å:
C1 -0.441 0.694 -0.017  -0.783
O1 -0.235 0.060 -1.198  1.221
H1 -0.776 1.722 -0.156  0.433
H2 -1.152 0.247 0.679  -0.753
H3 0.441 0.827 0.610  1.638
H4 0.208 -0.783 -1.078  -1.221
C2 1.293 2.496 -1.641  -0.435
O2 2.099 3.620 -1.690  -0.608
H5 0.420 2.710 -1.024  0.605
H6 0.903 2.288 -2.638  0.226
H7 1.693 1.574 -1.220  0.174
H8 2.201 3.710 -0.740  0.424
C3 1.045 -2.607 -0.369  -1.215
O3 0.016 -1.713 -0.740  0.170
H9 1.533 -3.256 -1.096  0.348
H10 1.941 -2.039 -0.117  0.534
H11 0.614 -3.153 0.471  0.275
H12 -0.438 -1.949 -1.552  1.373
C4 -2.637 -0.180 -4.378  -0.827
C5 -1.989 1.005 -3.622  0.065
O4 -2.021 0.881 -2.154  -0.571
O5 -1.780 -1.323 -4.412  -0.523
H13 -3.213 -0.101 -5.300  0.439
H14 -3.466 -0.471 -3.733  0.221
H15 -2.369 1.914 -4.089  0.500
H16 -0.958 1.187 -3.925  0.106
H17 -1.503 0.131 -1.853  0.229
H18 -1.264 -1.191 -5.211  0.415
C6 -2.004 -2.681 0.644  0.246
C7 -2.728 -2.051 1.853  -0.600
O6 -2.563 -0.632 1.982  -0.821
O7 -2.473 -2.171 -0.627  -0.703
H19 -2.379 -3.699 0.530  0.551
H20 -0.920 -2.795 0.657  -0.573
H21 -2.472 -2.602 2.758  0.348
H22 -3.801 -2.224 1.769  0.367
H23 -2.795 -0.312 1.107  0.297
H24 -1.622 -2.132 -1.069  -0.319
C8 3.180 0.845 0.525  -1.119
C9 2.660 -0.532 0.100  1.131
O8 3.671 -1.426 -0.453  -0.691
O9 3.997 0.828 1.678  -0.573
H25 2.395 1.584 0.685  -0.081
H26 3.931 1.206 -0.178  0.603
H27 1.969 -0.428 -0.737  -0.691
H28 2.197 -0.974 0.981  0.244
H29 3.893 -1.082 -1.322  0.466
H30 4.819 0.494 1.313  0.378
C10 0.601 -0.393 -3.163  1.893
C11 1.865 0.513 -3.436  -1.745
O10 3.018 -0.287 -3.377  -0.543
O11 0.232 -1.032 -4.324  -0.765
H31 -0.182 0.233 -2.736  -1.152
H32 0.814 -1.132 -2.390  0.475
H33 1.917 1.425 -2.842  0.111
H34 1.716 1.078 -4.356  0.653
H35 3.497 -0.203 -4.205  0.354
H36 -0.156 -1.842 -3.987  0.636
C12 1.081 1.892 3.304  -0.741
C13 1.362 1.177 4.536  -0.644
O12 0.417 0.408 5.078  -0.589
O13 1.124 0.926 2.220  -0.457
H37 1.782 2.673 3.010  0.305
H38 0.009 2.078 3.235  0.703
H39 1.494 1.861 5.375  0.381
H40 2.302 0.625 4.550  0.380
H41 0.229 -0.219 4.376  0.313
H42 0.177 0.784 2.158  0.607
C14 -1.725 1.164 3.685  -0.555
C15 -2.542 0.098 4.280  -0.660
O14 -3.801 -0.043 3.714  -0.764
O15 -1.167 0.672 2.484  -1.292
H43 -0.980 1.398 4.446  0.503
H44 -2.325 2.051 3.486  0.102
H45 -2.689 0.155 5.359  0.556
H46 -2.047 -0.872 4.316  0.127
H47 -3.531 -0.557 2.949  0.739
H48 -1.607 -0.149 2.252  0.148

The lowest unoccupied orbital energy comes out at 0.003 Ha.

Q:
Formula: C15H48O15
Source: OMol25
Level of theory: wB97M-V/def2-TZVPD

Last column: Mulliken charge in e.
Atoms and positions in Å:
C1 4.443 0.114 -0.247  -0.181
O1 4.794 -0.919 0.689  -0.510
H1 3.416 0.425 -0.059  -0.196
H2 5.035 1.017 -0.102  0.388
H3 4.494 -0.170 -1.298  0.273
H4 4.930 -0.525 1.554  0.286
C2 2.029 3.683 0.768  -0.556
O2 0.617 3.995 0.808  -0.431
H5 2.540 4.092 -0.104  0.271
H6 2.482 4.197 1.616  0.329
H7 2.302 2.628 0.782  0.150
H8 0.530 4.850 1.237  0.304
C3 0.877 0.092 0.054  -0.408
O3 -0.415 0.708 0.026  -0.568
H9 0.739 -0.976 -0.113  -0.236
H10 1.418 0.599 -0.745  0.475
H11 1.376 0.136 1.022  0.482
H12 -0.342 1.625 0.303  0.109
C4 -0.685 -1.895 3.229  0.357
C5 -0.793 -3.346 3.792  -0.638
O4 -2.161 -3.679 4.107  -0.545
O5 -0.650 -0.897 4.284  -0.500
H13 -1.537 -1.819 2.555  0.200
H14 0.266 -1.808 2.703  -0.041
H15 -0.236 -3.516 4.714  0.376
H16 -0.434 -4.102 3.094  0.242
H17 -2.397 -3.222 4.917  0.307
H18 -1.419 -0.989 4.852  0.223
C6 -3.666 5.107 -0.629  -0.474
C7 -3.112 3.665 -0.950  -0.142
O6 -4.192 2.787 -1.279  -0.524
O7 -4.571 5.128 0.552  -0.536
H19 -4.141 5.428 -1.557  0.274
H20 -2.834 5.794 -0.480  0.328
H21 -2.566 3.332 -0.067  0.154
H22 -2.403 3.784 -1.769  0.292
H23 -4.304 2.128 -0.590  0.313
H24 -4.546 5.969 1.013  0.301
C8 1.596 3.433 4.344  -0.538
C9 0.686 2.236 4.118  0.584
O8 0.973 1.096 4.930  -0.564
O9 1.364 4.028 5.611  -0.563
H25 1.448 4.109 3.501  0.099
H26 2.628 3.083 4.339  0.341
H27 0.723 1.899 3.082  -0.289
H28 -0.295 2.693 4.250  0.242
H29 0.427 0.372 4.616  0.392
H30 1.616 3.433 6.321  0.343
C10 0.686 -3.464 -0.877  0.238
C11 0.673 -4.758 -1.544  -0.446
O10 0.743 -4.392 -2.980  -0.493
O11 0.425 -3.727 0.532  -0.515
H31 -0.128 -2.824 -1.216  -0.475
H32 1.677 -3.022 -0.979  0.391
H33 -0.239 -5.351 -1.469  0.345
H34 1.486 -5.419 -1.242  0.332
H35 0.687 -5.190 -3.510  0.261
H36 1.275 -3.497 0.914  0.310
C12 0.289 -0.950 -5.002  -0.114
C13 1.569 -0.691 -4.239  0.119
O12 2.271 -1.877 -4.146  -0.640
O13 0.596 -1.366 -6.309  -0.614
H37 -0.422 -0.129 -5.094  0.342
H38 -0.199 -1.787 -4.503  0.034
H39 1.429 -0.449 -3.185  -0.128
H40 2.136 0.047 -4.806  0.332
H41 1.818 -2.483 -3.554  0.264
H42 0.885 -2.281 -6.310  0.348
C14 -2.472 -1.012 -2.056  -0.287
C15 -3.051 -2.069 -3.083  -0.367
O14 -2.475 -3.376 -2.728  -0.610
O15 -1.062 -0.840 -2.156  -0.186
H43 -2.610 -1.276 -1.007  0.263
H44 -2.825 0.003 -2.236  0.264
H45 -2.725 -1.925 -4.113  0.252
H46 -4.139 -2.110 -3.042  0.372
H47 -1.559 -3.239 -2.477  0.291
H48 -0.790 -0.351 -1.376  0.122

The lowest unoccupied orbital energy comes out at 0.006 Ha. The structure (SMILES) is OCCO.OCCO.OCCO.OCCO.OCCO.OCCO.CO.CO.CO.

Which structure is the least stable? The one labeled P.

P:
Formula: C9H9NO2S
Source: OMol25
Level of theory: wB97M-V/def2-TZVPD

Last column: natural (NBO) charge in e.
Atoms and positions in Å:
C1 1.073 -2.587 0.324  -0.215
C2 2.078 -1.700 -0.021  -0.209
C3 -0.195 -2.157 0.300  -0.171
C4 1.791 -0.369 -0.234  -0.196
C5 -0.449 -0.746 0.116  -0.061
C6 0.542 0.209 -0.156  0.002
C7 -2.275 0.749 1.002  0.286
C8 -1.855 -0.318 0.233  0.017
C9 0.337 1.674 -0.530  -0.612
N1 -2.827 -1.146 -0.142  -0.603
O1 -3.486 1.006 1.090  -0.614
O2 -4.821 0.465 -1.103  -0.854
S1 -4.360 -0.864 -0.260  1.067
H1 1.191 -3.588 0.478  0.210
H2 3.162 -1.887 -0.100  0.220
H3 -0.901 -2.945 0.398  0.227
H4 2.676 0.346 -0.514  0.200
H5 -1.414 1.210 1.640  0.156
H6 0.965 1.855 -1.280  0.218
H7 -0.627 1.794 -0.826  0.212
H8 0.463 2.291 0.248  0.216
H9 -4.295 1.225 -0.836  0.504

The lowest unoccupied orbital energy (spin up / spin down) comes out at -0.034 / -0.034 Ha. The structure (SMILES) is Cc1ccccc1/C(C=O)=N/SO.

Q:
Formula: C9H9NO2S
Source: OMol25
Level of theory: wB97M-V/def2-TZVPD

Last column: natural (NBO) charge in e.
Atoms and positions in Å:
C1 0.952 1.995 -0.503  0.271
C2 1.291 -2.238 -1.279  -0.254
C3 1.554 -0.902 -1.188  -0.218
C4 0.611 -2.837 -0.330  -0.430
C5 0.966 -0.409 -0.030  -0.240
C6 -1.525 0.772 -0.425  0.800
C7 -2.956 0.614 -0.042  -0.702
C8 1.210 1.071 1.952  -0.611
C9 0.658 0.941 0.509  0.117
N1 0.944 2.882 -1.195  -0.277
O1 -1.104 0.707 -1.555  -0.573
O2 -0.770 0.989 0.641  -0.508
S1 0.207 -1.668 0.828  0.467
H1 1.624 -2.810 -2.188  0.221
H2 1.978 -0.364 -2.024  0.246
H3 0.298 -3.924 -0.332  0.258
H4 -3.101 0.200 1.027  0.230
H5 -3.384 -0.017 -0.711  0.235
H6 -3.395 1.628 -0.017  0.246
H7 0.381 0.633 2.521  0.243
H8 1.346 2.176 2.327  0.238
H9 2.216 0.561 2.014  0.241

The lowest unoccupied orbital energy comes out at 0.020 Ha.

Which structure is the least stable? The one labeled P.